[1]
{"formula": "C4H11N2S", "method": "wB97M-V/def2-TZVPD", "largest_force_ev_per_a": 1.0, "e_above_lowest_kcal_mol": 15.22, "total_charge": -1, "energy_ha": -666.7223, "homo_energy_ev": -2.64, "orbital_gap_ev": 6.61, "elements": ["C", "C", "S", "H", "H", "H", "H", "H", "C", "N", "C", "N", "H", "H", "H", "H", "H", "H"], "positions_angstrom": [[3.044, 0.065, 0.455], [2.123, 0.605, 1.546], [0.444, -0.081, 1.450], [2.704, 0.446, -0.512], [2.903, -1.016, 0.402], [4.090, 0.352, 0.613], [2.076, 1.698, 1.492], [2.505, 0.345, 2.539], [-2.634, -0.625, 0.423], [-2.471, -0.511, -1.010], [-1.364, 0.032, -1.568], [-1.256, 0.306, -2.818], [-3.678, -0.463, 0.697], [-2.292, -1.593, 0.795], [-2.048, 0.120, 0.970], [-3.259, -0.556, -1.635], [-0.583, 0.300, -0.842], [-0.302, 0.576, -2.997]]}

[2]
{"formula": "C35H44Br2IMnNP2", "method": "wB97M-V/def2-TZVPD", "largest_force_ev_per_a": 1.9, "energy_ha": -8694.1998, "homo_energy_ev": [-6.63, -6.63], "spin_multiplicity": 6, "orbital_gap_ev": [5.50, 6.48], "elements": ["Mn", "C", "C", "C", "P", "C", "C", "C", "C", "C", "C", "C", "C", "C", "N", "C", "C", "C", "C", "C", "C", "P", "C", "C", "C", "C", "C", "C", "H", "H", "H", "H", "H", "H", "H", "H", "H", "H", "H", "H", "H", "H", "H", "H", "H", "H", "H", "H", "H", "H", "H", "H", "H", "H", "H", "H", "H", "H", "H", "H", "H", "H", "H", "H", "Br", "C", "Br", "H", "H", "I", "C", "C", "C", "C", "C", "C", "C", "C", "C", "C", "H", "H", "H", "H", "H", "H"], "positions_angstrom": [[-0.201, 0.642, 0.470], [-3.997, -1.432, -0.361], [-3.187, -1.996, 0.810], [-2.534, -3.321, 0.420], [-1.968, -0.742, 1.528], [-3.128, -0.089, 2.869], [-2.449, 0.660, 4.015], [-4.300, 0.716, 2.303], [-0.861, -1.754, 2.554], [-1.302, -2.431, 3.690], [-0.412, -2.911, 4.628], [0.938, -2.619, 4.472], [1.395, -1.988, 3.334], [0.522, -1.641, 2.284], [0.919, -1.128, 1.048], [2.132, -1.485, 0.498], [3.072, -2.403, 1.019], [4.307, -2.579, 0.424], [4.657, -1.893, -0.731], [3.686, -1.133, -1.363], [2.432, -0.969, -0.794], [0.938, -0.393, -1.629], [0.375, -2.069, -2.342], [-1.097, -2.044, -2.748], [0.658, -3.276, -1.448], [1.635, 0.247, -3.267], [2.465, 1.527, -3.187], [0.613, 0.377, -4.399], [-4.664, -2.202, -0.756], [-4.605, -0.575, -0.074], [-3.352, -1.106, -1.176], [-3.877, -2.196, 1.634], [-1.846, -3.199, -0.413], [-1.990, -3.763, 1.252], [-3.309, -4.027, 0.111], [-3.540, -1.007, 3.295], [-2.124, 1.653, 3.722], [-3.172, 0.777, 4.828], [-1.588, 0.121, 4.403], [-3.966, 1.572, 1.719], [-4.953, 0.106, 1.680], [-4.902, 1.099, 3.131], [-2.365, -2.569, 3.857], [-0.767, -3.447, 5.499], [1.641, -2.872, 5.256], [2.432, -1.700, 3.270], [2.825, -3.008, 1.875], [5.012, -3.270, 0.872], [5.645, -1.992, -1.162], [3.916, -0.695, -2.326], [0.990, -2.181, -3.239], [-1.340, -1.209, -3.403], [-1.358, -2.970, -3.266], [-1.724, -1.969, -1.864], [0.309, -3.121, -0.429], [0.143, -4.151, -1.855], [1.722, -3.501, -1.406], [2.313, -0.566, -3.539], [1.826, 2.408, -3.159], [3.115, 1.542, -2.315], [3.088, 1.602, -4.082], [-0.212, 1.037, -4.127], [1.111, 0.816, -5.267], [0.208, -0.584, -4.710], [-1.594, 2.877, 1.269], [-0.342, 3.802, 2.307], [0.859, 1.375, 2.848], [-0.724, 4.178, 3.244], [0.342, 4.410, 1.731], [-1.999, 1.390, -1.687], [-0.755, 3.106, -1.847], [-1.220, 4.146, -2.596], [-0.423, 5.298, -2.736], [0.804, 5.352, -2.144], [1.296, 4.274, -1.371], [2.589, 4.319, -0.803], [3.073, 3.252, -0.105], [2.268, 2.117, 0.104], [0.980, 2.037, -0.366], [0.494, 3.108, -1.178], [-2.190, 4.093, -3.070], [-0.792, 6.127, -3.326], [1.433, 6.226, -2.266], [3.190, 5.210, -0.944], [4.071, 3.269, 0.314], [2.689, 1.308, 0.685]]}

[3]
{"formula": "C14H22N4O4PSc", "method": "wB97M-V/def2-TZVPD", "largest_force_ev_per_a": 0.7, "e_above_lowest_kcal_mol": 14.25, "total_charge": 2, "energy_ha": -2168.4131, "homo_energy_ev": -13.68, "orbital_gap_ev": 7.42, "elements": ["Sc", "C", "C", "O", "C", "C", "C", "N", "N", "C", "O", "C", "C", "C", "C", "C", "C", "H", "H", "H", "H", "H", "H", "H", "H", "H", "H", "H", "H", "N", "C", "P", "O", "O", "C", "N", "H", "H", "H", "H", "H", "H", "H", "H", "H", "H"], "positions_angstrom": [[-0.808, 1.632, -0.365], [0.867, 4.724, -2.794], [0.910, 3.566, -1.862], [-0.251, 3.208, -1.359], [2.081, 2.940, -1.507], [2.207, 1.859, -0.597], [3.510, 1.649, 0.100], [1.179, 1.067, -0.332], [1.342, 0.105, 0.709], [0.412, 0.246, 1.617], [-0.509, 1.181, 1.541], [0.372, -0.687, 2.761], [-0.716, -0.661, 3.629], [-0.763, -1.537, 4.702], [0.272, -2.436, 4.911], [1.363, -2.458, 4.051], [1.418, -1.586, 2.978], [0.624, 5.630, -2.234], [0.073, 4.577, -3.525], [1.814, 4.870, -3.306], [3.002, 3.380, -1.864], [4.268, 2.332, -0.270], [3.852, 0.619, 0.005], [3.363, 1.822, 1.168], [-1.513, 0.050, 3.466], [-1.605, -1.511, 5.380], [0.238, -3.115, 5.752], [2.180, -3.144, 4.229], [2.284, -1.578, 2.330], [-4.495, -1.075, -1.869], [-3.252, -1.764, -2.365], [-1.800, -1.069, -1.471], [-1.939, -1.281, -0.013], [-1.624, 0.383, -1.898], [-0.396, -2.088, -2.094], [0.720, -1.969, -1.098], [-5.327, -1.483, -2.305], [-4.494, -0.075, -2.089], [-4.591, -1.179, -0.852], [-3.201, -1.634, -3.445], [-3.359, -2.819, -2.118], [-0.025, -1.778, -3.069], [-0.682, -3.139, -2.131], [0.388, -2.066, -0.126], [1.163, -1.039, -1.107], [1.448, -2.668, -1.262]]}

[4]
{"formula": "C11H17Cl2IrNO2S", "method": "wB97M-V/def2-TZVPD", "largest_force_ev_per_a": 8.9, "total_charge": -2, "energy_ha": -2057.1563, "homo_energy_ev": [0.55, 0.57], "spin_multiplicity": 6, "orbital_gap_ev": [3.88, 3.83], "elements": ["C", "C", "C", "C", "C", "C", "C", "C", "C", "C", "Ir", "Cl", "Cl", "O", "H", "H", "H", "H", "H", "H", "H", "H", "H", "H", "H", "H", "H", "H", "H", "H", "O", "H", "S", "C", "N"], "positions_angstrom": [[-0.139, 0.796, -1.263], [-0.191, 1.773, -0.243], [-0.978, 1.270, 0.818], [0.432, 3.115, -0.296], [-1.447, -0.037, 0.450], [-0.926, -0.334, -0.848], [-1.240, -1.531, -1.668], [0.501, 0.987, -2.585], [-1.360, 2.036, 2.027], [-2.412, -0.862, 1.219], [0.808, -0.350, 0.639], [2.606, 1.140, 1.036], [2.187, -1.227, -1.105], [0.636, -2.229, 1.017], [1.332, 3.115, -0.903], [0.700, 3.472, 0.693], [-0.270, 3.828, -0.734], [-0.508, 2.551, 2.461], [-1.783, 1.398, 2.793], [-2.105, 2.787, 1.755], [-2.242, -0.781, 2.288], [-2.339, -1.911, 0.948], [-3.432, -0.535, 1.011], [-1.434, -2.398, -1.045], [-0.416, -1.785, -2.327], [-2.125, -1.344, -2.278], [1.486, 1.435, -2.492], [-0.118, 1.653, -3.190], [0.616, 0.051, -3.118], [0.361, -2.374, 1.936], [1.813, -4.128, -2.706], [1.481, -5.034, -2.598], [2.294, -0.992, 1.814], [3.638, -1.574, 2.877], [4.575, -1.979, 3.618]]}

[5]
{"formula": "C3H6N2O", "method": "wB97M-V/def2-TZVPD", "largest_force_ev_per_a": 5.2, "smiles": "c1c[nH]cn1.O", "e_above_lowest_kcal_mol": 49.42, "energy_ha": -302.6143, "homo_energy_ev": -8.67, "orbital_gap_ev": 9.61, "elements": ["C", "C", "N", "C", "N", "H", "H", "H", "H", "H", "H", "O"], "positions_angstrom": [[0.103, 0.667, 1.542], [-1.057, 0.645, 2.467], [-2.147, 0.226, 1.701], [-1.633, 0.154, 0.377], [-0.368, 0.358, 0.255], [0.946, 1.288, 1.781], [-1.155, 0.871, 3.506], [-3.084, 0.647, 1.932], [-2.168, -0.406, -0.386], [2.881, -1.430, -4.966], [4.109, -1.138, -3.879], [3.575, -1.883, -4.329]]}